Entry 1:
This record from OMol25 describes a structure of composition C16H20N4O4W. The level of theory is the ωB97M-V functional and the def2-TZVPD basis.

```
! wB97M-V def2-TZVPD RIJCOSX def2/J DEFGRID3
* xyz 4 3
N -4.205 -0.310 0.329
C -3.812 -1.379 0.084
C -3.337 -2.724 -0.203
H -3.017 -2.795 -1.254
H -4.136 -3.459 -0.024
H -2.479 -2.974 0.438
N 0.567 4.799 2.895
C 0.657 4.325 3.953
C 0.782 3.754 5.284
H -0.130 3.943 5.863
H 1.634 4.204 5.808
H 0.940 2.670 5.213
N 1.204 0.568 -1.942
C 1.969 -0.259 -2.254
C 2.917 -1.208 -2.729
H 3.926 -0.944 -2.375
H 2.922 -1.222 -3.830
H 2.666 -2.215 -2.364
W -0.223 2.225 -1.318
C 0.806 0.949 0.366
O 1.755 0.634 0.958
C -0.409 -1.778 1.692
O 0.434 -1.588 2.451
C -2.090 2.260 -0.682
C -2.003 2.502 -2.099
C -1.041 3.447 -2.614
C -0.168 4.155 -1.710
C -0.257 3.920 -0.298
C -1.205 2.961 0.218
H -2.836 1.577 -0.296
H -2.666 1.976 -2.774
H -0.995 3.642 -3.678
H 0.546 4.873 -2.094
H 0.345 4.474 0.411
H -1.291 2.825 1.285
N 1.399 -5.477 -0.203
C 1.550 -4.112 -0.781
C 0.707 -3.220 0.111
O 0.043 -3.798 1.038
O 0.731 -1.974 -0.087
H 0.933 -5.348 0.726
H 2.296 -5.961 -0.137
H 0.786 -6.032 -0.806
H 2.602 -3.816 -0.761
H 1.182 -4.088 -1.812
*
```

As for the highest occupied orbital energy (alpha / beta): -20.63 / -20.62 eV. The lowest unoccupied orbital energy (alpha / beta) is -0.5875 / -0.6451 Eh. The energy above the lowest of the compared OMol25 structures with the same formula, charge and spin is 136.3 kcal per mole. For the orbital gap (alpha / beta), the calculation gives 0.170 / 0.113 Eh. The expectation value of S² is 2.01.

---

Entry 2:
This record from OMol25 describes the molecule C16H20O4. The level of theory is the ωB97M-V functional and the def2-TZVPD basis.

```
! wB97M-V def2-TZVPD RIJCOSX def2/J DEFGRID3
* xyz 0 1
C -5.765 -1.232 -0.099
H -6.693 -1.440 0.430
O -5.081 -0.286 0.689
C -3.876 0.170 0.266
C -3.264 1.127 1.082
C -2.040 1.648 0.740
C -1.368 1.215 -0.407
C -1.990 0.275 -1.224
C -3.231 -0.240 -0.899
H -3.684 -0.960 -1.561
H -1.524 -0.056 -2.138
C -0.037 1.797 -0.685
O 0.249 2.925 -0.346
C 0.988 0.890 -1.338
H 1.808 1.509 -1.708
H 0.553 0.335 -2.168
C 1.554 -0.113 -0.304
C 2.026 0.630 0.955
C 3.122 -0.153 1.670
C 4.392 -0.209 0.813
C 4.053 -0.189 -0.682
C 2.729 -0.896 -0.938
H 2.774 -1.899 -0.509
H 2.552 -1.012 -2.007
H 4.846 -0.678 -1.250
H 3.987 0.840 -1.037
H 4.951 -1.114 1.055
H 5.035 0.643 1.045
H 3.343 0.315 2.630
H 2.759 -1.161 1.875
H 1.182 0.794 1.624
H 2.411 1.610 0.671
C 0.457 -1.128 -0.019
O 0.043 -1.910 -0.836
O -0.014 -1.109 1.232
H -0.710 -1.776 1.336
H -1.567 2.392 1.362
H -3.780 1.443 1.975
H -5.997 -0.835 -1.092
H -5.192 -2.159 -0.203
*
```

As for the highest occupied orbital energy: -8.79 eV. The lowest unoccupied orbital energy is 0.0232 Eh. The energy above the lowest of the compared OMol25 structures with the same formula, charge and spin is 1.9 kcal per mole. For the orbital gap, the calculation gives 0.346 Eh.

---

Entry 3:
This record from OMol25 describes a cluster of 3 separate species, C16H21BrF3N4O in total. The level of theory is the ωB97M-V functional and the def2-TZVPD basis.

```
! wB97M-V def2-TZVPD RIJCOSX def2/J DEFGRID3
* xyz 1 1
C 3.376 -0.475 0.341
C 3.099 0.743 -0.542
C 2.704 0.453 -1.991
C 1.333 -0.183 -2.184
N 1.174 -1.536 -1.582
C 1.881 -2.667 -1.900
Br 3.178 -2.792 -3.206
C 1.389 -3.697 -1.143
N 0.397 -3.159 -0.385
O -0.393 -3.925 0.410
C 0.267 -1.854 -0.653
C -0.703 -0.891 0.016
F -1.327 -1.487 1.035
F 0.002 0.157 0.499
F -1.601 -0.432 -0.859
H 4.126 -1.135 -0.107
H 3.769 -0.146 1.306
H 2.475 -1.059 0.559
H 2.341 1.383 -0.072
H 4.009 1.350 -0.579
H 3.485 -0.106 -2.513
H 2.625 1.414 -2.513
H 1.064 -0.284 -3.238
H 0.591 0.459 -1.714
H 1.656 -4.741 -1.121
H -0.238 -3.641 1.326
N 1.190 2.887 1.513
C 1.094 4.020 0.748
C 2.066 4.888 1.163
C 2.775 4.257 2.223
C 2.210 3.026 2.417
H 0.610 2.077 1.416
H 0.341 4.116 -0.016
H 2.246 5.871 0.762
H 3.598 4.667 2.783
H 2.443 2.245 3.120
N -7.058 -0.992 0.427
C -6.238 -0.759 -0.640
C -4.945 -0.832 -0.194
C -4.992 -1.119 1.198
C -6.312 -1.210 1.550
H -8.061 -0.995 0.393
H -6.640 -0.561 -1.618
H -4.069 -0.689 -0.803
H -4.157 -1.238 1.870
H -6.779 -1.409 2.499
*
```

As for the highest occupied orbital energy: -10.29 eV. The lowest unoccupied orbital energy is -0.1359 Eh. For the orbital gap, the calculation gives 0.242 Eh.

---

Number 1: DFT total energy -32838.30355 eV, M 516.2 g/mol. Number 2: DFT total energy -25107.12326 eV, M 276.3 g/mol. Number 3: DFT total energy -103126.94971 eV, M 422.3 g/mol.